Molecular formula: C18H12IrN4OS2
Method: DFT, ωB97M-V/def2-TZVPD

Last column: Löwdin charge in e.
Atoms and positions in Å:
Ir: 1.799 0.197 -0.225  0.737
S: 2.691 1.958 0.848  0.745
C: 4.324 1.593 1.051  -0.711
C: 5.115 2.431 1.914  -0.232
N: 5.723 3.091 2.630  0.212
C: 4.858 0.544 0.365  -0.703
S: 3.869 -0.443 -0.592  0.761
C: 6.268 0.255 0.384  -0.236
N: 7.391 0.018 0.375  0.213
C: -0.181 -2.288 2.852  0.031
C: -0.026 -1.190 1.854  -0.333
O: 1.114 -0.899 1.466  -0.109
C: -1.206 -0.455 1.357  -0.178
C: -2.476 -1.026 1.374  -0.009
C: -3.564 -0.309 0.898  -0.040
C: -3.393 0.987 0.428  -0.038
C: -2.133 1.575 0.434  -0.046
C: -1.046 0.852 0.892  -0.053
H: 0.796 -2.627 3.186  0.103
H: -0.709 -3.125 2.390  0.106
H: -0.774 -1.950 3.702  0.113
H: -2.623 -2.033 1.741  0.121
H: -4.548 -0.757 0.906  0.119
H: -4.248 1.550 0.074  0.122
H: -2.011 2.601 0.109  0.124
H: -0.070 1.331 0.953  0.065
N: -2.591 2.679 -4.187  0.202
C: -2.105 1.774 -3.674  -0.157
C: -1.515 0.639 -3.010  -0.189
C: -2.187 -0.572 -2.928  0.030
C: -1.563 -1.636 -2.295  -0.011
C: -0.317 -1.440 -1.740  -0.109
N: 0.317 -0.247 -1.777  -0.101
C: -0.265 0.763 -2.425  -0.076
H: -3.173 -0.676 -3.361  0.140
H: -2.041 -2.602 -2.224  0.126
H: 0.210 -2.252 -1.258  0.123
H: 0.287 1.692 -2.487  0.136

Output
charge = +1
molar mass = 556.67 g/mol
energy above the lowest of the compared OMol25 structures with the same formula, charge and spin = 24.5 kcal/mol
HOMO-LUMO gap (spin up / spin down) = 0.2498 / 0.2446 hartree
multiplicity = 1